C33H60IrNO2S3SbSi3 | wB97M-V/def2-TZVPD

XYZ file:
```
104
Properties=species:S:1:pos:R:3:mulliken_charge:R:1
Ir -0.57760 -0.38268 0.68280 1.66
C -2.90496 5.52394 0.62813 -0.45
C -2.92828 5.16527 2.11326 -0.95
S -2.27253 3.49948 2.47861 0.12
C -3.74132 2.64299 3.09791 -0.83
C -4.74991 2.26458 2.02517 -1.11
S -4.13875 1.07847 0.76976 0.36
C -4.41411 2.03023 -0.76612 -1.09
C -3.52370 3.25462 -0.97531 0.34
S -4.27281 4.79184 -0.32425 -0.21
H -1.97043 5.21913 0.15915 0.10
H -3.01675 6.60374 0.51182 0.45
H -3.94346 5.22442 2.50539 0.36
H -2.30010 5.86545 2.66896 0.50
H -4.21242 3.29496 3.83550 0.57
H -3.35946 1.76294 3.61690 0.24
H -5.07658 3.15112 1.49002 0.40
H -5.61901 1.79688 2.49169 0.54
H -5.46766 2.30878 -0.81003 0.58
H -4.22329 1.28940 -1.54619 0.29
H -3.35149 3.41516 -2.04119 0.51
H -2.57580 3.11141 -0.48299 -0.69
C 1.55734 2.12085 2.52353 -0.97
Si 1.17712 0.28725 2.25592 0.49
C 2.86383 -0.52849 1.95135 -0.88
C 0.64863 -0.48087 3.91434 0.22
C 1.41852 -0.25516 5.05895 -0.55
C 1.11197 -0.87320 6.26248 -0.79
C 0.02178 -1.73295 6.33753 -0.80
C -0.75118 -1.96329 5.20897 -0.66
C -0.45257 -1.34270 3.99201 0.70
Si -1.50580 -1.71330 2.45832 0.82
C -1.47121 -3.59779 2.23340 -1.15
C -3.30799 -1.36107 2.90698 -0.72
H 2.62493 2.24749 2.73195 0.40
H 0.98158 2.51447 3.36227 0.41
H 1.30942 2.72006 1.64272 0.22
H 3.50244 -0.29435 2.80964 0.55
H 3.35241 -0.15598 1.05062 0.02
H 2.78604 -1.61725 1.88149 0.21
H 2.27774 0.41076 5.01012 0.37
H 1.72189 -0.69117 7.13896 0.40
H -0.22268 -2.22376 7.27242 0.41
H -1.59686 -2.64389 5.27539 0.28
H -2.08959 -4.04867 3.01599 0.54
H -0.45782 -3.99502 2.32053 0.27
H -1.87255 -3.90552 1.26375 0.26
H -3.54785 -1.88687 3.83587 0.42
H -3.98530 -1.71276 2.12273 0.30
H -3.50205 -0.29672 3.05645 -0.30
O 0.49928 3.24282 -0.85823 -0.52
N 0.43976 2.03576 -0.59625 -0.12
O -0.71086 1.46249 -0.22929 -0.12
C -1.33000 -0.95977 -2.84172 -0.71
Si -1.52060 -1.70182 -1.10255 0.00
C -3.36033 -2.13557 -0.95752 -0.97
C -0.60604 -3.36792 -1.18054 0.57
C 0.45322 -3.68556 -0.32950 0.23
C 1.08146 -4.92198 -0.38532 -0.73
C 0.66683 -5.86558 -1.31468 -0.71
C -0.37751 -5.56606 -2.18130 -0.70
C -1.00647 -4.33025 -2.11024 -0.54
H -2.17140 -1.26929 -3.46909 0.63
H -0.40443 -1.30402 -3.31123 0.24
H -1.31398 0.13413 -2.81079 -0.26
H -3.65869 -2.75844 -1.80674 0.50
H -3.97679 -1.23045 -0.96343 0.30
H -3.58477 -2.68420 -0.03810 0.20
H 0.78193 -2.95296 0.40399 0.01
H 1.89051 -5.15681 0.29702 0.46
H 1.15251 -6.83227 -1.36587 0.39
H -0.69995 -6.29555 -2.91415 0.41
H -1.82444 -4.11614 -2.79344 0.31
C 3.74559 2.77098 -1.20575 -1.29
C 3.97876 1.27514 -1.41041 0.67
C 5.12831 0.99422 -2.37114 -1.46
Sb 2.05237 0.31246 -1.89434 -0.97
C 2.70278 -1.74137 -2.49839 1.00
C 3.32035 -1.83927 -3.88742 -1.54
C 3.61358 -2.32309 -1.42564 -1.13
C 1.53404 1.06382 -3.90276 0.86
C 2.73485 1.47329 -4.74496 -1.68
C 0.52204 2.20354 -3.79920 -1.32
H 4.66043 3.24522 -0.83400 0.48
H 2.94603 2.96478 -0.48944 0.18
H 3.47391 3.26264 -2.14416 0.20
H 4.22194 0.82337 -0.44731 0.31
H 4.98804 1.49125 -3.32990 0.24
H 5.26662 -0.07322 -2.55007 0.25
H 6.05845 1.37877 -1.93807 0.44
H 1.75399 -2.28209 -2.49060 -0.26
H 4.28231 -1.32444 -3.94119 0.22
H 2.66534 -1.43054 -4.65899 0.37
H 3.50125 -2.89237 -4.13488 0.47
H 4.56498 -1.78431 -1.36628 0.26
H 3.84143 -3.37075 -1.65115 0.48
H 3.14366 -2.29107 -0.44195 -0.06
H 1.04575 0.19442 -4.35013 0.42
H 3.19498 2.38142 -4.34936 0.30
H 2.40714 1.69520 -5.76676 0.48
H 3.49260 0.69286 -4.80343 0.31
H 0.95434 3.07662 -3.30606 0.29
H -0.36262 1.91577 -3.23003 -0.02
H 0.19580 2.50393 -4.80093 0.48
```

Results
- electronic energy (Eh) = -3906.0739
- spin multiplicity = 6
- ⟨S²⟩ = 8.77